[1]
Computed, not measured: a 2-piece molecular cluster, C5H8O2 overall, with ωB97M-V/def2-TZVPD.

- molecular weight (g mol⁻¹) = 100.12
- ΔE to the lowest compared entry with this formula, charge and spin (eV) = 2.887
- frontier orbital gap (eV) = 10.37
- lowest unoccupied orbital energy (eV) = 0.63

XYZ file:
```
15
Properties=species:S:1:pos:R:3:forces:R:3
C -0.39910 -1.32480 1.36963 0.00 -0.04 -0.01
C 0.02343 -0.19250 0.81434 -0.10 -0.22 0.18
O -0.67629 -1.11360 -2.50800 0.28 -0.14 -0.45
C -0.84136 1.03986 0.71749 -0.04 -0.05 0.24
O -0.83380 1.53429 -0.59880 -0.09 0.34 -0.21
C 1.33976 -0.04308 0.25552 0.52 0.09 -0.09
C 2.43550 0.17508 -0.19841 -0.46 -0.03 0.15
H -1.39303 -1.38720 1.79431 -0.02 0.01 -0.05
H 0.21933 -2.20886 1.42446 0.08 0.03 0.00
H -1.14743 -0.99941 -1.68991 -0.41 0.04 0.51
H -0.00126 -0.43358 -2.44868 0.13 0.09 -0.09
H -0.50312 1.78642 1.44067 0.15 0.14 -0.04
H -1.87841 0.82699 0.96273 -0.03 -0.25 0.02
H 0.04786 1.88245 -0.75829 0.10 0.09 -0.19
H 3.41049 0.36608 -0.58551 -0.10 -0.07 0.02
```
Positions in Å, forces in eV/Å.

Results of the Löwdin charge analysis, in e, for atoms 1 through 4:
1. C 0.087
2. C -0.327
3. O -0.050
4. C -0.234


[2]
Computed, not measured: one molecule with the formula C4H4N2O in a non-equilibrium geometry, with ωB97M-V/def2-TZVPD.

- molecular weight (g mol⁻¹) = 96.09
- ΔE to the lowest compared entry with this formula, charge and spin (eV) = 4.901
- frontier orbital gap (alpha / beta) (eV) = 8.04 / 7.50
- lowest unoccupied orbital energy (alpha / beta) (eV) = -0.22 / -0.49

XYZ file:
```
11
Properties=species:S:1:pos:R:3:forces:R:3
N 2.12853 -0.47697 1.65002 -0.45 0.08 -0.97
C 1.63151 -0.35836 0.60344 0.21 0.00 0.69
C 0.96269 -0.11545 -0.63549 0.18 -0.14 0.02
O -0.17955 -0.78340 -0.91166 0.18 0.03 -0.15
C -1.25543 -0.66436 -0.03022 -0.25 0.08 0.28
C -1.44267 0.84223 0.28900 0.31 -0.04 -0.07
N -0.52168 1.59409 0.15832 -0.02 -0.19 -0.09
H 1.55775 0.09274 -1.52160 -0.15 -0.03 0.26
H 0.31457 2.10876 -0.04642 -0.18 0.05 0.09
H -2.13298 -1.10831 -0.50071 0.18 0.10 0.07
H -1.06274 -1.13096 0.94532 -0.01 0.06 -0.12
```
Positions in Å, forces in eV/Å.

Results of the Löwdin charge analysis, in e, for atoms 1 through 4:
1. N 0.137
2. C -0.238
3. C -0.197
4. O -0.100


> Look up the ΔE to the lowest compared entry with this formula, charge and spin of the first one.

2.887 eV